52
Properties=species:S:1:pos:R:3:lowdin_charge:R:1 method="wB97M-V/def2-TZVPD" energy_ha=-1790.88483 gap_ev="5.23 / 6.68" multiplicity=3 s2=2.134 e_above_lowest_kj_mol=187.6
O 0.2082 -0.0835 -4.5903 -0.11
H -0.7430 -0.3439 -4.5939 0.04
Pt 0.4757 -0.3060 -0.4700 1.32
N 0.6944 1.2095 0.9362 -0.24
N 1.9702 0.7812 -1.2307 -0.35
N -0.6674 -1.3717 0.9075 -0.20
N 0.1648 -2.1533 -1.4171 -0.24
O 0.0007 1.3476 2.0189 -0.10
O -1.1574 -0.8976 2.0824 -0.08
O 0.8680 -2.6491 -2.3561 -0.11
O 2.7272 0.3375 -2.1216 -0.06
C 2.2405 1.9856 -0.6309 -0.26
C 1.5508 2.2042 0.5669 -0.30
C -1.0923 -2.5903 0.5447 -0.28
C -0.5940 -3.0430 -0.6973 -0.28
C 1.6503 3.3503 1.4958 -0.03
H 2.0426 3.0440 2.4716 0.07
H 0.6845 3.8412 1.6779 0.09
H 2.3308 4.0984 1.0943 0.07
C 3.3001 2.8488 -1.1957 -0.01
H 3.2670 2.8309 -2.2819 0.09
H 4.2852 2.4951 -0.8869 0.10
H 3.1921 3.8778 -0.8497 0.08
C -2.0181 -3.3192 1.4478 0.00
C -0.8362 -4.3654 -1.3314 -0.03
H -2.9300 -2.7334 1.6150 0.10
H -1.5329 -3.5309 2.4068 0.09
H -2.2878 -4.2679 0.9834 0.08
H -0.1852 -4.4484 -2.2087 0.08
H -1.8807 -4.4398 -1.6552 0.09
H -0.6268 -5.1861 -0.6400 0.08
H -0.7596 0.0743 2.0964 0.05
H 0.2625 -0.3328 -3.5840 0.03
C -1.0719 0.7591 -1.0227 -0.21
H -0.8708 1.8228 -1.0345 0.03
H -1.8342 0.4696 -0.3573 0.00
H -1.1453 0.4873 -2.0891 0.02
O -3.7718 2.1960 -1.3064 -0.07
H -4.4805 1.6007 -1.0147 0.04
H -3.5322 2.7075 -0.5152 0.05
S 2.6167 -1.4365 0.8096 0.67
C 2.3132 -1.0178 2.4338 -0.73
N 1.4438 -1.8074 3.1386 0.06
C 0.9388 -1.4438 4.3506 -0.05
C 1.3783 -0.2809 4.9540 -0.05
C 2.3348 0.5148 4.2983 -0.04
C 2.8162 0.1304 3.0526 -0.09
H 1.1344 -2.6723 2.6995 0.14
H 0.1846 -2.1138 4.7654 0.13
H 0.9645 0.0126 5.9174 0.11
H 2.6794 1.4440 4.7533 0.12
H 3.5448 0.7075 2.4915 0.11



52
Properties=species:S:1:pos:R:3:lowdin_charge:R:1 method="wB97M-V/def2-TZVPD" energy_ha=-1402.55271 total_charge=+1 gap_ev="6.63 / 5.04" multiplicity=2 s2=1.035
Ru -0.2106 0.3062 0.3482 1.31
O -1.8998 -1.6193 0.9929 -0.12
C -1.2336 -2.8284 1.3258 -0.21
C -0.4105 -3.2710 0.1182 -0.13
N 0.6972 -2.3753 -0.1920 -0.14
C 0.9970 -2.2747 -1.6064 -0.06
C 0.0479 -1.2898 -2.2806 -0.51
O 0.3685 -0.9906 -3.4991 0.13
O -0.8922 -0.7850 -1.6846 -0.02
C 1.8217 -2.3218 0.6743 -0.06
C 2.2313 -0.7609 0.9420 -0.68
O 2.6880 -0.5328 2.0350 0.10
O 2.0243 -0.0283 -0.0509 -0.09
H -2.5263 -1.4068 1.6961 0.11
H -1.9705 -3.6120 1.5411 0.14
H -0.5976 -2.6823 2.2066 0.12
H -1.0882 -3.2665 -0.7400 0.14
H -0.0496 -4.2960 0.2905 0.15
H 0.9456 -3.2457 -2.1148 0.16
H 2.0030 -1.8703 -1.7585 0.15
H 2.7290 -2.7621 0.2425 0.14
H 1.6176 -2.7567 1.6532 0.13
N -0.2162 1.5116 -3.9538 0.07
C -0.4486 2.1017 -2.6305 -0.38
C 0.4613 3.2829 -2.2966 -0.09
C 0.2925 3.6420 -0.8150 -0.34
N 0.7987 2.5620 0.0350 0.05
C -1.1779 3.9530 -0.4984 -0.09
C -2.1803 2.9041 -0.9984 -0.35
N -2.1655 1.7115 -0.1488 0.03
C -1.9067 2.5142 -2.4521 -0.10
H 0.6774 1.8192 -4.3250 0.11
H -0.9364 1.7775 -4.6155 0.11
H -0.0509 -0.0933 -3.8098 0.09
H -0.2271 1.3291 -1.8701 0.08
H 0.2054 4.1545 -2.9043 0.14
H 1.5034 3.0137 -2.4877 0.13
H 0.8657 4.5627 -0.6145 0.16
H 0.8333 2.8620 1.0086 0.11
H 1.7475 2.2969 -0.2389 0.10
H -1.4241 4.9046 -0.9703 0.13
H -1.3026 4.0819 0.5787 0.13
H -3.1804 3.3658 -0.9499 0.15
H -2.8115 1.0094 -0.5097 0.10
H -2.4423 1.9557 0.8015 0.10
H -2.1394 3.3639 -3.0973 0.14
H -2.5595 1.6860 -2.7320 0.13
N -0.4626 0.4635 2.4273 -0.03
C 0.0340 0.0544 3.4228 -0.35
N 0.3260 -0.3170 4.5558 0.13
C 1.2177 -0.8146 5.3231 -0.37
N 1.9610 -1.2913 6.0641 0.13



50
Properties=species:S:1:pos:R:3:lowdin_charge:R:1 method="wB97M-V/def2-TZVPD" energy_ha=-1642.12311 gap_ev=8.59
C -1.7787 -1.6170 4.2446 -0.13
C -1.9879 -0.2534 3.3590 -0.41
C -0.5459 0.3354 2.7507 -0.10
C -2.9894 -0.4061 2.0706 -0.27
C -4.4652 -1.0366 2.4046 -0.42
P -5.3305 -0.0082 3.7784 0.81
O -5.3733 1.7031 3.3152 -0.43
H -1.6858 -2.6060 3.6251 0.08
H -0.8067 -1.5622 4.9349 0.09
H -2.6824 -1.7465 5.0107 0.07
H -2.3805 0.5814 4.1142 0.11
H -0.6264 0.2843 1.5613 0.07
H 0.3792 -0.2995 3.0840 0.08
H -0.4594 1.4874 3.0068 0.09
H -2.4596 -1.1166 1.2798 0.12
H -3.1489 0.6922 1.6373 0.12
H -4.3734 -2.1587 2.7345 0.09
H -5.1142 -0.9027 1.4113 0.09
H -4.5218 -0.1144 4.9910 -0.08
H -4.4512 2.0419 3.5837 0.05
C 3.4706 0.8773 -0.4801 -0.13
C 2.4216 -0.1775 -0.6214 -0.14
O 1.3804 0.2844 0.2181 0.04
C 1.5338 1.6360 0.3335 -0.52
O 0.7149 2.3808 0.8458 0.10
O 2.7219 2.0452 -0.1999 0.07
H 4.0594 1.0039 -1.3927 0.14
H 4.1490 0.6830 0.3573 0.14
H 2.0420 -0.2551 -1.6457 0.14
H 2.7738 -1.1607 -0.2974 0.13
C 0.0690 4.4138 -2.5534 -0.13
C -0.8588 3.2845 -2.2420 -0.13
O -0.8281 2.5035 -3.4214 0.06
C 0.3516 2.7802 -4.0502 -0.52
O 0.7837 2.1603 -5.0076 0.13
O 0.9846 3.8399 -3.4673 0.06
H 0.5883 4.7832 -1.6648 0.14
H -0.4403 5.2510 -3.0420 0.14
H -0.5073 2.6736 -1.4039 0.12
H -1.8753 3.6275 -2.0301 0.14
C 3.0800 -4.0898 -3.9500 -0.14
C 2.4257 -4.0420 -2.6074 -0.14
O 3.3116 -3.2477 -1.8417 0.05
C 4.0123 -2.4740 -2.7215 -0.51
O 4.7418 -1.5516 -2.3981 0.13
O 3.7893 -2.8666 -4.0098 0.07
H 2.3541 -4.1572 -4.7649 0.14
H 3.7928 -4.9164 -4.0388 0.14
H 1.4467 -3.5522 -2.6366 0.14
H 2.3131 -5.0351 -2.1638 0.14